# 1
DFT (ωB97M-V/def2-TZVPD) results for a structure of composition C22H19CaCl2N2O7S4.

Cartesian coordinates (Å):
1 Ca -0.71562 -1.02137 -1.28079
2 S -4.65601 2.20189 0.21363
3 C -3.68064 1.03895 -0.51107
4 S -3.21108 -0.45060 0.12854
5 S -3.20606 1.60118 -2.08981
6 Cl 2.15320 -6.71133 -5.68971
7 C 1.24818 -5.56895 -4.72362
8 C -0.08348 -5.86360 -4.38660
9 C -0.81471 -4.98174 -3.64724
10 Cl -2.45802 -5.35977 -3.24665
11 C -0.29391 -3.71679 -3.18088
12 O -1.02165 -2.89256 -2.57559
13 C 1.08819 -3.49364 -3.51017
14 C 1.83050 -2.36569 -3.01190
15 O 1.48912 -1.53398 -2.17663
16 C 1.81860 -4.40964 -4.29318
17 H -0.53352 -6.79023 -4.71631
18 H 2.85179 -2.28427 -3.43118
19 H 2.85040 -4.18606 -4.53897
20 C -0.52383 -1.77519 4.01615
21 O -0.82305 -2.28421 2.72165
22 C 0.06656 -2.16706 1.72829
23 O -0.27139 -2.46128 0.59627
24 N 1.32071 -1.77206 2.05598
25 N 2.28554 -1.49608 1.07643
26 H -1.41382 -1.95103 4.61228
27 H -0.32930 -0.70073 3.97634
28 H 0.31726 -2.30618 4.46944
29 H 1.52720 -1.40153 2.96372
30 H 2.38915 -2.32122 0.49776
31 H 1.93037 -0.74983 0.48290
32 O 0.34796 0.53273 0.29428
33 S -0.65363 1.66983 0.37002
34 C -0.65907 2.06622 2.11925
35 C -1.87590 2.37509 2.70472
36 C -1.91373 2.63715 4.06943
37 C -0.75242 2.57472 4.82526
38 C 0.45892 2.24304 4.22531
39 C 0.50835 1.98143 2.86546
40 C 0.19985 3.12060 -0.21723
41 C 1.57149 3.11909 -0.38718
42 C 2.18513 4.26868 -0.86434
43 C 1.42413 5.38968 -1.16610
44 C 0.04364 5.36499 -1.00853
45 C -0.58054 4.21912 -0.54149
46 H -2.78270 2.37367 2.10534
47 H -2.85896 2.87278 4.54109
48 H -0.78865 2.77561 5.88885
49 H 1.36282 2.19029 4.82018
50 H 1.43381 1.70609 2.37336
51 H 2.13432 2.21957 -0.17267
52 H 3.25747 4.28470 -1.01276
53 H 1.90685 6.28182 -1.54501
54 H -0.54958 6.23108 -1.27158
55 H -1.66044 4.15978 -0.45410
56 O -2.13125 0.53889 -2.70857
57 O -0.75854 0.97797 -2.38206

Forces on atoms 1 to 2 (eV/Å):
-0.265 0.100 -0.498
0.007 -0.031 -0.023

Computed properties:
- LUMO level: 2.25 eV
- Charge: -1
- E: -127262.753 eV
- Strongest force on any atom: 0.57 eV/Å

---

# 2
DFT (ωB97M-V/def2-TZVPD) results for an isolated molecule of C22H19ClN4O2.

Cartesian coordinates (Å):
1 C -2.85656 2.44705 -1.12814
2 C -1.40892 2.66773 -0.97908
3 C -0.61574 3.61608 -1.61776
4 C -1.15420 4.62705 -2.66102
5 C -1.36736 4.16441 -4.01952
6 C -0.30390 5.26033 -3.71487
7 N 0.72168 3.58097 -1.15192
8 C 0.81297 2.56674 -0.35472
9 C 1.90363 2.17551 0.37817
10 C 1.81810 1.10487 1.23020
11 C 0.57955 0.26997 1.23394
12 N 0.47582 -0.90640 1.91107
13 C 1.42572 -1.84202 1.50901
14 C 1.40768 -3.07681 2.06453
15 C 0.57825 -3.32877 3.14446
16 O 0.72690 -4.48207 3.94517
17 C 0.93564 -5.81333 3.26141
18 C -0.08854 -6.17669 2.24463
19 C -1.43358 -6.24958 2.63265
20 C -2.41251 -6.27512 1.67756
21 C -2.08807 -6.15631 0.34752
22 Cl -3.33423 -6.21932 -0.89349
23 C -0.80429 -6.01806 -0.00675
24 N 0.23056 -6.02352 0.90363
25 C -0.41146 -2.48073 3.56983
26 C -0.36689 -1.11373 2.95815
27 O -1.17750 -0.35062 3.39181
28 C -0.45886 0.74260 0.41831
29 N -0.46838 1.96807 -0.22369
30 H -3.27829 3.34156 -1.64094
31 H -3.09099 1.46055 -1.65536
32 H -3.25518 2.37235 -0.13038
33 H -1.91537 5.18962 -2.18578
34 H -1.11906 3.06292 -4.17316
35 H -2.13595 4.58249 -4.62204
36 H -0.47152 6.36515 -3.90972
37 H 0.80839 5.07892 -3.58096
38 H 2.65668 3.00532 0.25712
39 H 2.70422 0.91394 1.80969
40 H 2.17151 -1.52095 0.83263
41 H 2.25141 -3.67843 1.84357
42 H 1.88913 -5.88880 2.68645
43 H 0.78958 -6.54840 3.93820
44 H -1.66438 -6.33177 3.70022
45 H -3.50560 -6.43616 1.91582
46 H -0.57667 -5.97222 -1.07408
47 H -1.03863 -2.56146 4.47140
48 H -1.41571 0.17600 0.34103

Forces on atoms 1 to 2 (eV/Å):
-0.117 -1.051 -0.488
2.602 0.564 -0.988

Computed properties:
- LUMO level: 0.15 eV
- E: -45696.346 eV
- Strongest force on any atom: 6.00 eV/Å

---

# 3
DFT (ωB97M-V/def2-TZVPD) results for a cluster of 2 separate species, C22H19F3N2O2S in total.

Cartesian coordinates (Å):
1 O 2.27219 -0.41830 -0.60133
2 C 2.40066 0.80912 -0.57261
3 C 1.52909 1.94380 -1.02659
4 C 0.69728 2.08103 -2.15371
5 C 0.10139 3.34733 -2.38743
6 C 0.51708 4.46993 -1.62450
7 C 1.39376 4.34375 -0.52828
8 C 1.90168 3.05843 -0.27855
9 C 3.09308 2.71595 0.56946
10 O 3.57216 3.41291 1.45424
11 N 3.49247 1.44059 0.06835
12 S 4.80805 0.43630 0.74358
13 C 6.24367 1.40518 0.15781
14 F 7.22177 1.22924 1.10661
15 F 6.02886 2.74478 0.01213
16 F 6.74216 0.97950 -1.03489
17 H 0.60325 1.22130 -2.84407
18 H -0.65709 3.47451 -3.19240
19 H 0.17311 5.47337 -1.90363
20 H 1.72667 5.18127 0.10309
21 C 0.00176 -0.60379 1.15190
22 C -0.96161 -1.63801 1.05906
23 N -0.93167 -2.75049 0.26768
24 C -1.95983 -3.78325 0.22050
25 C -1.84438 -4.42549 -1.16203
26 C -0.59366 -3.83783 -1.83675
27 C -0.19385 -2.62164 -1.00777
28 C -2.22422 -1.06657 1.55867
29 C -3.38545 -1.66928 2.05026
30 C -4.51445 -0.88105 2.29377
31 C -4.45482 0.50774 2.04387
32 C -3.22363 1.12248 1.69405
33 C -2.10284 0.32733 1.50213
34 C -0.66883 0.72874 1.15968
35 H 1.05860 -0.68729 0.98274
36 H -2.95318 -3.35090 0.36642
37 H -1.85256 -4.55237 1.00420
38 H -2.73469 -4.16749 -1.73965
39 H -1.82367 -5.51962 -1.08677
40 H 0.20481 -4.58578 -1.84793
41 H -0.77896 -3.53938 -2.87237
42 H 0.88453 -2.44434 -0.87172
43 H -0.57748 -1.72098 -1.50996
44 H -3.34500 -2.73216 2.31287
45 H -5.45339 -1.35793 2.61793
46 H -5.35546 1.10699 2.16963
47 H -3.15036 2.18949 1.49748
48 H -0.29409 1.53378 1.81037
49 H -0.63290 1.06905 0.10447

Forces on atoms 1 to 2 (eV/Å):
0.529 3.006 -0.822
0.139 -2.384 -0.307

Computed properties:
- LUMO level: -0.83 eV
- E: -49183.522 eV
- Strongest force on any atom: 3.16 eV/Å

---

# 4
DFT (ωB97M-V/def2-TZVPD) results for a cluster of 2 separate species, C22H19FNO in total.

Cartesian coordinates (Å):
1 F -2.51071 -5.36844 -1.43224
2 C -1.71445 -4.51914 -0.70974
3 C -2.11987 -4.14776 0.57436
4 C -1.25379 -3.37091 1.32517
5 C 0.03220 -2.97472 0.83463
6 C 0.91166 -2.37575 1.78008
7 C 2.28131 -2.00355 1.65585
8 C 2.90071 -1.42539 2.81187
9 C 4.23667 -1.05567 2.81046
10 C 5.01847 -1.23375 1.65628
11 C 4.42996 -1.76887 0.50138
12 C 3.09382 -2.15660 0.49397
13 C 0.29035 -3.22752 -0.54311
14 C -0.52612 -4.07437 -1.28453
15 H -3.07474 -4.48270 0.97586
16 H -1.54847 -3.05369 2.32603
17 H 0.51789 -2.37006 2.80167
18 H 2.29701 -1.28431 3.71291
19 H 4.68442 -0.62824 3.71159
20 H 6.07048 -0.94855 1.65344
21 H 5.02512 -1.89735 -0.40678
22 H 2.68690 -2.59844 -0.40867
23 H 1.12497 -2.74718 -1.04655
24 H -0.24872 -4.38232 -2.29201
25 C -2.58874 -1.29003 6.05925
26 O -1.83020 -1.09235 4.83069
27 C -2.50126 -0.47987 3.81734
28 C -3.89826 -0.27926 3.79540
29 C -4.48716 0.43170 2.74537
30 C -3.73288 0.91972 1.66280
31 C -2.36616 0.69554 1.66782
32 C -1.72565 0.02027 2.74712
33 C -0.33005 0.04090 2.47681
34 C -0.14575 0.67363 1.25047
35 N -1.37775 1.06530 0.76735
36 H -1.84586 -1.57302 6.80599
37 H -3.10075 -0.36254 6.36774
38 H -3.32972 -2.09440 5.92965
39 H -4.50739 -0.66421 4.61539
40 H -5.56220 0.59987 2.78852
41 H -4.19693 1.46138 0.83902
42 H 0.41705 -0.29609 3.18005
43 H 0.77470 0.86873 0.71453
44 H -1.53573 1.56935 -0.09931

Forces on atoms 1 to 2 (eV/Å):
1.035 1.207 0.949
-0.713 -1.008 -0.306

Computed properties:
- LUMO level: -5.54 eV
- Charge: +1
- E: -29369.784 eV
- Strongest force on any atom: 1.85 eV/Å

---

# 5
DFT (ωB97M-V/def2-TZVPD) results for a structure of composition C22H19MoNO2S6.

Cartesian coordinates (Å):
1 Mo -0.14824 -0.33523 0.48360
2 O 3.65061 -4.85480 4.02804
3 C 2.99007 -4.12625 3.37482
4 S 1.20036 -3.98363 3.55365
5 C 1.00608 -2.80003 2.31575
6 C 2.13848 -2.36115 1.65524
7 S 1.99759 -1.22862 0.40826
8 S 3.66376 -3.03619 2.11424
9 S -0.52959 -2.24500 1.84325
10 O 0.50820 0.03468 -1.56212
11 S -0.17545 1.05288 -2.50374
12 C -0.59355 2.45415 -1.39614
13 C -0.52555 1.95355 0.02017
14 C 0.75811 1.77300 0.61891
15 C 0.85634 1.29784 1.93980
16 C -0.27382 0.79748 2.57890
17 C -1.53940 0.87108 1.93854
18 C -1.66488 1.53773 0.70360
19 C 1.24472 1.74643 -3.41873
20 C 2.34437 2.21459 -2.52063
21 C 2.47259 3.56689 -2.20433
22 C 3.44907 3.98999 -1.31396
23 C 4.30997 3.06390 -0.73948
24 C 4.20566 1.71807 -1.07304
25 C 3.22855 1.29450 -1.96174
26 H -1.59179 2.78835 -1.67183
27 H 0.12685 3.25629 -1.54094
28 H 1.64932 2.06864 0.08144
29 H 1.82579 1.22770 2.41248
30 H -0.18778 0.35094 3.55951
31 H -2.42120 0.52164 2.45611
32 H -2.63785 1.65451 0.24167
33 H 0.81861 2.53655 -4.04105
34 H 1.54164 0.92260 -4.06990
35 H 1.82903 4.29865 -2.68052
36 H 3.55135 5.04232 -1.08706
37 H 5.08103 3.39421 -0.05718
38 H 4.89933 1.00105 -0.65543
39 H 3.15959 0.24784 -2.23173
40 S -1.89456 -1.30771 -1.03257
41 C -3.25127 -2.11617 -0.32373
42 N -3.99095 -2.85078 -1.19308
43 C -5.09782 -3.54813 -0.86211
44 C -5.53802 -3.55194 0.43041
45 C -4.81179 -2.81703 1.36919
46 C -3.68801 -2.10613 0.99964
47 H -3.67362 -2.87476 -2.15644
48 H -5.58222 -4.08234 -1.66684
49 H -6.42000 -4.11088 0.70282
50 H -5.13377 -2.80091 2.40220
51 H -3.13594 -1.54042 1.73208

Forces on atoms 1 to 2 (eV/Å):
0.204 -0.581 0.002
0.008 -0.030 0.029

Computed properties:
- LUMO level (spin up / spin down): -7.42 / -7.43 eV
- Charge: +2
- E: -95561.789 eV
- Strongest force on any atom: 0.62 eV/Å